This record from the Open Molecules 2025 dataset describes a single C6H10S molecule. The level of theory is ωB97M-V/def2-TZVPD.

Structure (XYZ):
```
17
Properties=species:S:1:pos:R:3:forces:R:3
C -0.888 0.762 0.108 1.583 -0.012 1.539
C -1.572 0.184 1.193 -1.663 -0.337 -0.422
C 0.481 0.881 0.095 -1.215 1.869 -0.697
C 0.071 -1.889 0.863 -0.221 -1.132 1.558
C 1.106 1.902 -0.794 0.623 1.758 0.812
C 0.091 -1.829 -0.584 -0.720 0.076 -1.284
S -0.936 -1.122 1.982 0.756 -1.061 -0.226
H -1.574 1.169 -0.581 -0.061 0.805 -1.345
H -2.676 0.277 1.240 0.852 0.174 0.307
H 1.062 0.758 1.011 -0.282 -0.904 -0.250
H 0.742 -2.586 1.356 -0.016 0.116 -0.014
H 2.113 1.696 -1.166 -0.196 -0.455 -0.210
H 1.331 2.770 -0.062 -0.500 -0.746 -1.316
H 0.455 2.256 -1.618 0.395 -0.199 0.507
H 0.291 -2.829 -1.055 0.069 1.019 0.522
H 0.730 -1.015 -0.976 0.771 -0.269 0.145
H -0.826 -1.386 -1.015 -0.176 -0.701 0.375
```
Forces are in eV/Å.

The value obtained for the LUMO energy (alpha / beta) is 0.0 / 0.4 eV. The energy above the lowest of the compared OMol25 structures with the same formula, charge and spin comes out at 4.080 eV. The calculation puts the largest force on an atom at 0.045 Eh/bohr.

Löwdin atomic charge list, values in e, 6 entries: -0.252 -0.494 -0.232 -0.512 -0.126 -0.183

=====

This record from the Open Molecules 2025 dataset describes 2 unconnected molecules or ions with the total composition C5H10N2O2. The level of theory is ωB97M-V/def2-TZVPD.

Structure (XYZ):
```
19
Properties=species:S:1:pos:R:3:forces:R:3
C 0.825 -1.751 0.267 -0.052 0.268 0.148
N 0.018 -0.839 -0.037 0.426 0.412 0.333
C 0.218 0.565 0.381 0.055 -0.496 0.216
C -0.736 0.852 1.539 0.247 0.007 -0.207
O -0.023 1.365 -0.727 -0.288 -0.194 -0.273
O 1.502 0.833 0.870 0.246 0.151 -0.240
N 2.511 0.690 -0.174 -0.347 -0.048 0.126
H 1.728 -1.579 0.848 0.066 0.039 -0.009
H 0.600 -2.766 -0.050 -0.018 -0.107 -0.085
H -0.672 1.912 1.774 -0.017 0.023 0.014
H -1.749 0.605 1.231 -0.026 -0.009 -0.011
H -0.460 0.264 2.412 -0.009 -0.024 0.007
H -0.786 0.960 -1.228 0.502 0.231 0.317
H 2.230 1.355 -0.897 -0.002 -0.007 0.145
H 3.325 1.086 0.288 -0.118 0.007 -0.016
C -1.719 -1.206 -1.260 -1.426 0.600 -0.873
C -2.190 -0.215 -1.825 0.408 -1.388 0.372
H -1.677 -2.210 -0.891 0.334 0.152 0.039
H -2.945 0.079 -2.521 0.021 0.385 -0.002
```
Forces are in eV/Å.

As for the SMILES: C=N[C@](C)(O)ON.C#C. The value obtained for the LUMO energy is 0.9 eV. The energy above the lowest of the compared OMol25 structures with the same formula, charge and spin comes out at 6.479 eV. The calculation puts the largest force on an atom at 0.035 Eh/bohr.

Löwdin atomic charge list, values in e, 6 entries: 0.026 0.016 -0.670 0.022 0.005 -0.130

=====

This record from the Open Molecules 2025 dataset describes 2 unconnected molecules or ions with the total composition C5H10NO2P. The level of theory is ωB97M-V/def2-TZVPD.

Structure (XYZ):
```
19
Properties=species:S:1:pos:R:3:forces:R:3
C 1.727 -0.140 0.387 0.407 -1.333 0.295
C 1.592 1.075 -0.319 -2.723 1.139 0.143
C 1.964 -1.326 -0.529 -0.101 -0.038 0.268
C -1.821 -0.424 -1.068 0.384 0.519 0.355
C -1.431 0.108 1.800 0.514 0.147 -0.474
N 2.020 2.054 -0.886 0.743 0.007 -0.070
O 1.652 -0.237 1.605 0.219 0.171 -0.106
O -1.763 2.139 -0.058 -0.077 0.961 -0.237
P -1.147 0.817 0.128 0.913 -1.119 -0.247
H 1.795 -2.245 0.026 -0.029 -0.013 0.007
H 3.004 -1.296 -0.855 0.060 -0.006 -0.069
H 1.324 -1.292 -1.408 0.001 0.012 -0.089
H -1.392 -1.405 -0.894 0.017 -0.154 0.022
H -2.902 -0.442 -0.922 -0.020 -0.064 0.049
H -1.614 -0.098 -2.085 0.050 0.024 -0.008
H -0.471 -0.058 2.287 0.023 -0.047 0.101
H -2.015 0.830 2.367 -0.028 0.023 -0.072
H -1.953 -0.841 1.711 -0.079 -0.057 0.010
H 1.434 2.781 -1.286 -0.275 -0.174 0.122
```
Forces are in eV/Å.

The value obtained for the LUMO energy (alpha / beta) is -0.7 / -0.7 eV. The energy above the lowest of the compared OMol25 structures with the same formula, charge and spin comes out at 2.348 eV. The calculation puts the largest force on an atom at 0.057 Eh/bohr.

Löwdin atomic charge list, values in e, 6 entries: -0.545 -0.134 -0.013 -0.213 -0.186 0.180

=====

This record from the Open Molecules 2025 dataset describes a molecular structure, C2H6ClO2P. The level of theory is ωB97M-V/def2-TZVPD.

Structure (XYZ):
```
12
Properties=species:S:1:pos:R:3:forces:R:3
C -0.922 -0.229 0.665 2.845 0.794 -0.761
C -1.677 0.886 0.042 -3.491 -0.559 0.219
O 1.119 -1.854 0.453 -0.575 0.630 -0.224
O 0.664 -0.291 -1.527 0.097 0.428 -0.654
P 0.672 -0.372 0.022 -1.090 -1.663 2.732
Cl 3.208 0.813 0.060 -1.702 -0.938 -0.169
H -0.973 -0.530 1.710 -0.387 0.009 -0.177
H -2.341 0.380 -0.814 0.952 1.387 1.875
H -1.044 1.572 -0.438 0.822 0.801 -0.854
H -2.285 1.535 0.782 0.636 -1.375 -1.280
H 2.020 -1.937 0.732 1.166 0.082 0.211
H 1.561 0.027 -1.687 0.728 0.402 -0.917
```
Forces are in eV/Å.

The value obtained for the LUMO energy is -1.6 eV. The energy above the lowest of the compared OMol25 structures with the same formula, charge and spin comes out at 2.513 eV. The calculation puts the largest force on an atom at 0.069 Eh/bohr.

Löwdin atomic charge list, values in e, 6 entries: -0.227 -0.195 -0.188 -0.173 0.633 -0.250